1.
C16H24BCuF4O8 as an isolated structure at a distorted geometry, computed with ωB97M-V with the def2-TZVPD basis set.

Each line ends with the Mulliken charge.
Element x y z (Å)
1 Cu -0.812 -0.742 -1.482  0.996
2 B 1.299 -3.195 -5.065  0.604
3 F 2.482 -2.957 -5.742  -0.404
4 F 1.566 -3.537 -3.760  -0.415
5 F 0.541 -2.048 -5.122  -0.413
6 F 0.647 -4.213 -5.660  -0.367
7 O -0.824 4.446 0.239  -0.594
8 C -0.432 5.569 0.448  0.479
9 O -1.326 6.629 0.498  -0.336
10 C -0.628 7.817 0.782  -0.354
11 C 0.730 7.522 0.230  -0.479
12 C 0.974 6.090 0.544  -0.377
13 H -0.764 7.922 1.858  0.294
14 H -0.999 8.671 0.215  0.263
15 H 1.409 8.139 0.819  0.275
16 H 0.842 7.802 -0.817  0.291
17 H 1.148 5.817 1.585  0.217
18 H 1.613 5.412 -0.022  0.321
19 O -5.821 -2.606 -3.027  -0.629
20 C -6.762 -3.364 -3.216  0.554
21 O -6.964 -3.868 -4.411  -0.327
22 C -7.812 -4.993 -4.355  -0.400
23 C -8.714 -4.727 -3.161  -0.534
24 C -7.700 -4.010 -2.234  -0.411
25 H -7.166 -5.868 -4.294  0.309
26 H -8.602 -4.984 -5.106  0.300
27 H -9.117 -5.673 -2.798  0.335
28 H -9.530 -4.124 -3.561  0.275
29 H -7.183 -4.653 -1.522  0.261
30 H -8.191 -3.273 -1.599  0.268
31 O 4.376 0.146 -0.532  -0.608
32 C 5.529 0.361 -0.823  0.479
33 O 6.356 0.972 -0.037  -0.345
34 C 7.708 0.914 -0.503  -0.355
35 C 7.633 0.522 -2.012  -0.441
36 C 6.202 0.029 -2.176  -0.362
37 H 8.304 0.202 0.068  0.252
38 H 8.200 1.886 -0.490  0.288
39 H 8.337 -0.261 -2.292  0.305
40 H 7.832 1.404 -2.620  0.233
41 H 6.195 -1.059 -2.243  0.232
42 H 5.652 0.385 -3.047  0.323
43 O -0.744 -1.678 3.896  -0.619
44 C -0.372 -1.705 5.101  0.529
45 O -0.371 -2.778 5.940  -0.344
46 C 0.129 -2.492 7.235  -0.379
47 C 1.034 -1.294 6.981  -0.432
48 C 0.384 -0.613 5.810  -0.376
49 H 0.596 -3.379 7.663  0.294
50 H -0.692 -2.337 7.934  0.231
51 H 2.050 -1.646 6.806  0.272
52 H 1.040 -0.516 7.745  0.283
53 H 1.048 -0.143 5.084  0.287
54 H -0.330 0.083 6.249  0.252

As for the total charge: 0. The electronic energy is -3290.8424 Ha.

=====

2.
C16H24BeN4O2S3SeSi as an isolated structure, computed with ωB97M-V with the def2-TZVPD basis set.

Each line ends with the Mulliken charge.
Element x y z (Å)
1 Be 0.051 0.306 0.163  -0.109
2 O 4.015 -0.262 -0.853  -0.713
3 C 4.267 1.058 -0.944  0.272
4 C 5.555 1.433 -1.332  -0.691
5 C 5.885 2.766 -1.457  -0.282
6 C 4.943 3.760 -1.198  -0.773
7 C 3.673 3.395 -0.806  -0.436
8 C 3.313 2.051 -0.668  0.143
9 C 1.952 1.708 -0.221  1.051
10 O 1.576 0.447 -0.283  -0.748
11 N 1.151 2.643 0.213  -0.710
12 N -0.061 2.035 0.560  0.667
13 C -0.994 2.804 0.965  0.119
14 S -0.821 4.543 1.026  -0.023
15 C -2.445 4.812 1.779  -0.588
16 C -3.395 3.748 1.261  -0.639
17 S -2.552 2.156 1.442  -0.021
18 H 3.068 -0.363 -0.629  0.528
19 H 6.274 0.650 -1.532  0.432
20 H 6.887 3.038 -1.763  0.369
21 H 5.203 4.805 -1.302  0.395
22 H 2.923 4.144 -0.590  0.490
23 H -2.775 5.814 1.505  0.385
24 H -2.355 4.751 2.864  0.310
25 H -3.648 3.917 0.215  0.288
26 H -4.309 3.702 1.852  0.369
27 S -0.944 0.051 -1.765  -0.424
28 C -2.326 -0.886 -1.484  0.202
29 N -2.939 -1.603 -2.433  -0.123
30 C -4.099 -2.327 -1.926  -0.544
31 C -3.961 -2.110 -0.403  -0.069
32 N -2.969 -1.040 -0.326  0.184
33 H -2.620 -1.595 -3.385  0.177
34 H -4.042 -3.381 -2.191  0.317
35 H -5.028 -1.914 -2.321  0.331
36 H -3.591 -3.005 0.100  -0.093
37 H -4.897 -1.805 0.060  0.377
38 H -2.483 -0.814 0.539  -0.136
39 C -1.175 -4.281 1.938  -1.159
40 Si 0.059 -3.074 1.197  0.698
41 C 0.073 -3.327 -0.659  -0.805
42 C 1.767 -3.448 1.853  -1.039
43 Se -0.512 -0.982 1.837  -0.476
44 H -0.730 -5.271 2.066  0.367
45 H -2.049 -4.393 1.292  0.267
46 H -1.524 -3.935 2.913  0.304
47 H 0.263 -4.380 -0.883  0.418
48 H 0.854 -2.732 -1.137  0.185
49 H -0.880 -3.052 -1.117  0.099
50 H 2.019 -4.506 1.736  0.334
51 H 1.838 -3.192 2.912  0.284
52 H 2.517 -2.858 1.321  0.243

As for the total charge: 0. The electronic energy is -4894.0723 Ha. Its energy relative to the best compared isomer or geometry (same formula, charge and spin) is 0.124 eV.

=====

3.
C16H24Br2F3N3OSi2 as an isolated structure at a distorted geometry, computed with ωB97M-V with the def2-TZVPD basis set.

Each line ends with the Mulliken charge.
Element x y z (Å)
1 F 0.324 -1.092 1.986  -0.183
2 C 0.979 -1.290 0.867  0.489
3 F 1.414 -2.520 0.782  -0.212
4 Br 2.546 -0.120 0.987  -0.125
5 C -0.004 -1.000 -0.309  0.627
6 F -0.736 0.066 -0.009  -0.260
7 Br 1.058 -0.490 -1.907  -0.122
8 C -0.820 -2.201 -0.744  -1.174
9 C -1.407 -3.067 0.403  -0.828
10 Si -3.292 -3.037 0.572  0.374
11 O -4.013 -1.845 -0.372  -0.190
12 Si -4.361 -0.388 0.415  0.580
13 H -0.225 -2.794 -1.417  0.441
14 H -1.636 -1.799 -1.339  0.553
15 H -1.139 -4.096 0.184  0.440
16 H -0.991 -2.853 1.382  0.391
17 H -3.863 -4.353 0.212  -0.186
18 H -3.631 -2.850 1.998  -0.148
19 H -4.411 -0.563 1.880  -0.114
20 H -3.280 0.572 0.143  -0.173
21 H -5.618 0.197 -0.073  -0.151
22 N 4.975 4.701 1.386  0.019
23 C 4.306 5.441 0.451  -0.439
24 C 3.421 4.614 -0.188  -0.864
25 C 3.559 3.322 0.386  0.415
26 C 4.524 3.409 1.357  -0.770
27 H 5.687 5.051 2.000  0.197
28 H 4.516 6.489 0.321  0.405
29 H 2.749 4.901 -0.979  0.385
30 H 3.015 2.431 0.120  0.161
31 H 4.926 2.669 2.028  0.467
32 N -9.231 -2.285 -0.785  0.002
33 C -10.176 -1.501 -1.390  -0.473
34 C -9.524 -0.578 -2.162  -0.510
35 C -8.130 -0.816 -2.021  -0.322
36 C -7.982 -1.876 -1.168  -0.543
37 H -9.424 -3.043 -0.157  0.188
38 H -11.225 -1.667 -1.218  0.376
39 H -9.993 0.184 -2.762  0.380
40 H -7.329 -0.272 -2.493  0.408
41 H -7.100 -2.373 -0.800  0.488
42 N 7.067 0.741 0.572  0.120
43 C 7.846 -0.381 0.654  -0.432
44 C 9.085 -0.069 0.161  -0.449
45 C 9.052 1.297 -0.229  -0.473
46 C 7.795 1.768 0.039  -0.413
47 H 6.108 0.802 0.858  0.175
48 H 7.453 -1.301 1.053  0.364
49 H 9.922 -0.744 0.089  0.383
50 H 9.860 1.867 -0.658  0.388
51 H 7.355 2.741 -0.104  0.338

As for the total charge: 0. The electronic energy is -6890.2076 Ha.

=====

4.
An isolated ion of composition C16H24BrCl3NO5P2S and charge +1 at a distorted geometry, computed with ωB97M-V with the def2-TZVPD basis set.

Each line ends with the Mulliken charge.
Element x y z (Å)
1 C 1.344 4.400 1.504  -1.324
2 C 1.114 3.226 0.571  0.730
3 Cl 1.828 3.185 -1.012  -0.128
4 C 0.354 2.201 0.964  -0.768
5 Cl -0.416 2.241 2.546  -0.108
6 C 0.072 0.974 0.159  -0.538
7 C 0.996 -0.091 0.314  1.833
8 P 2.472 -0.082 1.472  0.361
9 C 3.762 1.042 0.729  -1.208
10 O 2.070 0.633 2.910  -0.544
11 C 0.772 -1.254 -0.452  -0.069
12 C 1.767 -2.410 -0.334  -2.048
13 C 1.695 -3.222 1.010  0.265
14 C 3.043 -3.280 1.786  -1.297
15 Cl 0.337 -2.746 2.085  -0.113
16 C -0.336 -1.285 -1.296  0.393
17 P -0.658 -2.875 -2.323  0.336
18 O 0.716 -2.951 -3.251  -0.498
19 Br -0.689 -4.606 -0.934  -0.122
20 N -1.175 -0.245 -1.412  -0.378
21 C -2.287 -0.411 -2.385  -1.166
22 C -3.432 -1.314 -1.807  -0.534
23 C -3.433 -1.448 -0.268  -0.046
24 O -4.778 -1.741 0.108  -0.560
25 C -1.008 0.873 -0.685  0.165
26 S -2.261 2.175 -0.918  1.402
27 C -2.246 3.527 0.229  -1.046
28 O -3.575 1.593 -0.848  -0.632
29 O -2.056 2.698 -2.241  -0.701
30 H 1.754 4.058 2.460  0.302
31 H 0.371 4.846 1.749  0.332
32 H 1.988 5.158 1.055  0.441
33 H 3.938 1.923 1.357  0.375
34 H 4.687 0.454 0.729  0.356
35 H 3.524 1.278 -0.309  0.336
36 H 2.430 1.532 2.897  0.338
37 H 1.712 -3.112 -1.165  0.588
38 H 2.762 -1.954 -0.389  0.648
39 H 1.506 -4.257 0.723  0.441
40 H 2.897 -2.809 2.763  0.338
41 H 3.834 -2.718 1.284  0.330
42 H 3.371 -4.309 1.955  0.339
43 H 0.608 -2.210 -3.871  0.377
44 H -2.757 0.526 -2.670  0.654
45 H -1.941 -0.848 -3.326  0.582
46 H -4.405 -0.927 -2.123  0.417
47 H -3.336 -2.315 -2.241  0.325
48 H -2.826 -2.327 -0.001  0.081
49 H -3.128 -0.528 0.241  0.264
50 H -5.009 -1.249 0.901  0.348
51 H -2.380 3.261 1.276  0.350
52 H -1.323 4.096 0.078  0.311
53 H -3.058 4.186 -0.102  0.471

As for the total charge: +1. The electronic energy is -6090.2226 Ha.

=====

5.
A 4-piece molecular cluster, C16H24Cl2O12 overall at a distorted geometry, computed with ωB97M-V with the def2-TZVPD basis set.

Each line ends with the Mulliken charge.
Element x y z (Å)
1 C -0.576 -1.512 -0.382  -0.688
2 C -2.126 -0.983 -0.658  0.046
3 Cl -3.271 -2.451 -0.325  -0.169
4 C -2.188 -0.482 -2.232  0.226
5 Cl -3.791 -1.224 -2.909  -0.214
6 O -2.322 0.959 -2.420  -0.288
7 C -1.092 1.633 -2.827  0.746
8 O -0.069 1.145 -3.526  -0.543
9 O -1.008 3.093 -2.490  -0.486
10 H 0.114 -0.596 -0.153  -0.021
11 H -0.522 -2.223 0.571  0.238
12 H -0.218 -2.127 -1.326  0.291
13 H -2.450 -0.141 0.102  0.208
14 H -1.335 -1.008 -2.831  0.221
15 H -1.020 3.177 -1.492  0.400
16 C 3.298 -0.794 -4.995  -1.638
17 C 2.869 -0.906 -3.546  1.095
18 C 4.010 -1.093 -2.592  -0.547
19 O 3.396 -1.776 -1.514  -0.318
20 C 2.345 -2.472 -2.048  0.659
21 O 1.711 -3.326 -1.455  -0.563
22 O 2.106 -2.083 -3.337  -0.355
23 H 2.425 -0.836 -5.656  0.377
24 H 3.834 0.142 -5.176  0.387
25 H 3.946 -1.630 -5.281  0.384
26 H 2.245 -0.047 -3.269  -0.066
27 H 4.435 -0.143 -2.256  0.318
28 H 4.813 -1.724 -2.988  0.327
29 C -4.652 -1.295 5.330  -1.456
30 C -3.244 -1.078 4.815  0.492
31 C -3.181 -0.268 3.555  -0.551
32 O -1.978 -0.722 2.961  -0.122
33 C -1.794 -2.006 3.397  0.578
34 O -0.972 -2.780 2.940  -0.558
35 O -2.661 -2.307 4.411  -0.361
36 H -4.652 -2.030 6.142  0.355
37 H -5.084 -0.360 5.700  0.377
38 H -5.303 -1.695 4.546  0.352
39 H -2.614 -0.650 5.604  0.247
40 H -3.134 0.807 3.750  0.355
41 H -4.005 -0.471 2.862  0.309
42 C 3.244 2.825 1.721  -1.530
43 C 1.925 2.283 1.208  0.657
44 C 1.783 2.353 -0.282  -0.390
45 O 0.379 2.422 -0.451  -0.289
46 C -0.117 3.006 0.683  0.727
47 O -1.261 3.405 0.810  -0.572
48 O 0.845 3.087 1.652  -0.378
49 H 3.223 2.911 2.813  0.373
50 H 4.076 2.175 1.434  0.361
51 H 3.436 3.831 1.333  0.372
52 H 1.764 1.265 1.583  0.240
53 H 2.191 1.471 -0.784  -0.025
54 H 2.227 3.253 -0.722  0.414

As for the total charge: 0. The electronic energy is -2447.2877 Ha. As for the SMILES: C[C@H](Cl)[C@@H](Cl)OC(=O)O.C[C@@H]1COC(=O)O1.C[C@@H]1COC(=O)O1.C[C@@H]1COC(=O)O1.

=====

6.
C16H24Cl3NOW as an isolated structure at a distorted geometry, computed with ωB97M-V with the def2-TZVPD basis set.

Each line ends with the Mulliken charge.
Element x y z (Å)
1 C -1.043 0.719 -1.858  0.542
2 C -1.889 -0.420 -1.740  -0.037
3 C -1.065 -1.560 -1.488  1.201
4 C -3.340 -0.453 -2.092  -1.626
5 C 0.317 -1.130 -1.464  0.700
6 C 0.329 0.296 -1.678  1.607
7 C 1.516 1.133 -2.032  -2.081
8 C -1.484 2.053 -2.369  -1.912
9 C -1.549 -2.971 -1.513  -2.051
10 C 1.488 -2.062 -1.535  -1.889
11 W -0.664 -0.134 0.238  1.073
12 Cl -2.984 -0.410 1.083  -0.567
13 Cl -0.925 2.161 0.730  -0.573
14 Cl -0.336 -2.217 1.325  -0.542
15 H -3.841 0.473 -1.801  0.340
16 H -3.862 -1.280 -1.607  0.344
17 H -3.467 -0.571 -3.178  0.326
18 H -2.464 -3.081 -0.920  0.386
19 H -0.799 -3.663 -1.117  0.367
20 H -1.785 -3.284 -2.540  0.299
21 H 1.391 -2.858 -0.787  0.282
22 H 2.433 -1.541 -1.376  0.625
23 H 1.541 -2.538 -2.531  0.298
24 H 2.449 0.609 -1.802  0.497
25 H 1.510 2.068 -1.454  0.401
26 H 1.506 1.382 -3.109  0.231
27 H -2.437 2.355 -1.916  0.409
28 H -1.641 2.023 -3.460  0.311
29 H -0.735 2.829 -2.163  0.329
30 O 2.400 2.328 0.371  -0.474
31 H 2.773 3.109 0.805  0.178
32 C -1.277 0.692 3.734  -1.287
33 C 0.127 0.561 3.332  0.684
34 C 1.231 0.723 4.230  -0.727
35 C 2.385 0.438 3.518  -1.426
36 C 1.984 0.083 2.164  1.030
37 C 2.778 -0.338 1.140  -2.384
38 N 0.585 0.248 2.095  0.424
39 H -1.271 0.950 4.805  0.351
40 H -1.842 -0.235 3.598  0.152
41 H -1.803 1.487 3.200  0.242
42 H 1.111 1.017 5.262  0.387
43 H 3.423 0.451 3.821  0.366
44 H 3.074 1.632 0.535  0.280
45 H 3.813 -0.527 1.379  0.122
46 H 2.342 -0.548 0.168  0.794

The multiplicity is 3. As for the total charge: -2. The electronic energy is -2201.8021 Ha. As for the expectation value of S²: 2.02.